Entry from OMol25: an isolated molecule of C5H9N2P (ωB97M-V/def2-TZVPD).

Its gap between HOMO and LUMO (alpha / beta) is 7.76 / 7.76 eV. The largest force on an atom is 0.0574 Eh/bohr.

XYZ file:
```
17
Properties=species:S:1:pos:R:3:forces:R:3
C -0.02383 1.03241 -0.39959 1.357 -0.493 1.379
C -2.00392 0.96828 0.89534 -1.247 0.037 0.662
C 0.76270 -0.45669 1.22255 0.075 2.743 -0.213
C 1.17606 1.26736 -1.24102 -0.041 2.741 -0.655
C -0.12157 -1.58386 0.65249 0.212 1.653 -0.981
N -1.17481 1.36539 -0.22541 1.548 -0.460 -1.266
N -1.38457 0.99840 2.16239 0.324 0.196 0.126
P 0.10827 0.67111 2.55745 0.213 -1.379 -1.676
H -2.80458 1.71106 0.84368 -0.205 -0.231 0.396
H -2.44525 -0.01092 0.62440 0.113 0.469 0.100
H 1.96110 -0.59909 1.23890 -2.921 0.213 -0.346
H 1.21997 2.17017 -1.94917 -1.048 -0.976 0.954
H 1.46423 0.47623 -1.86086 0.088 -1.679 -0.635
H 2.00975 1.47918 -0.60344 0.381 -0.166 0.644
H 0.31505 -2.34629 1.26100 -0.850 -1.652 -0.168
H 0.04463 -1.68686 -0.44156 0.446 -0.555 0.682
H -1.24147 -1.40285 0.65349 1.555 -0.461 0.995
```
Positions in Å, forces in eV/Å.